The following is a quantum chemistry calculation of an isolated ion of composition C3H6NO3S2 and charge -1 in a non-equilibrium geometry, from OMol25.

## Properties
Lowest unoccupied orbital energy = 3.38 eV
HOMO-LUMO gap = 0.2451 Ha
Maximum force = 2.681 eV Å⁻¹
SMILES = C/N=C\S(=O)(=O)OC[S-]
Charge = -1

CARTESIAN COORDINATES (ANGSTROEM)
C  -0.419195  0.208284  0.563937
C  0.924200  1.598077  1.974875
C  -1.229755  -1.453551  -1.680761
N  -0.274676  0.990970  1.530917
O  0.220148  -1.587092  -1.511737
O  2.049017  -0.584965  -0.074357
O  0.818313  0.859003  -1.615794
S  -2.307491  -2.638142  -0.754073
S  0.800083  -0.276105  -0.741239
H  0.754418  2.186582  2.859757
H  1.350825  2.361480  1.281836
H  1.662033  0.788908  2.031021
H  -1.417028  -0.397808  -1.478330
H  -1.476948  -1.888340  -2.650561
H  -1.453949  -0.167304  0.264509

Atoms 1-3, force components in eV/Å:
-1.916 -0.535 -0.918
1.520 0.210 -1.069
-1.822 -1.860 -0.090

The following is a quantum chemistry calculation of C3H6NO5P as an isolated structure in a non-equilibrium geometry, from OMol25.

## Properties
Lowest unoccupied orbital energy = 6.62 eV
HOMO-LUMO gap = 0.2251 Ha
Maximum force = 4.471 eV Å⁻¹
Charge = -2

CARTESIAN COORDINATES (ANGSTROEM)
C  -0.938392  1.910921  1.108011
C  -1.380425  -1.134602  -0.247437
C  -0.200960  0.913443  0.555844
N  -0.543836  -0.435761  0.715555
O  -2.026555  1.779726  1.787806
O  1.611177  1.706585  -2.688283
O  2.463578  2.468462  -0.380176
O  -0.443717  3.233971  0.945405
O  2.732523  0.027017  -1.230522
P  2.057617  1.365256  -1.317660
H  -0.946000  -0.920134  -1.158315
H  -1.093915  -2.189423  -0.262743
H  -2.476821  -1.131565  -0.208168
H  0.708725  1.097462  -0.142113
H  0.440514  3.213252  0.760635
H  -0.777742  -0.616164  1.732307

Atoms 1-3, force components in eV/Å:
-1.378 0.851 0.757
0.668 -1.191 1.687
0.792 -0.327 -1.545

The following is a quantum chemistry calculation of a 2-piece molecular cluster, C3H6NOP overall in a non-equilibrium geometry, from OMol25.

## Properties
Lowest unoccupied orbital energy (alpha / beta) = -2.71 / -2.71 eV
HOMO-LUMO gap (alpha / beta) = 0.2733 / 0.2734 Ha
Maximum force = 4.301 eV Å⁻¹
Charge = 0

CARTESIAN COORDINATES (ANGSTROEM)
C  -1.751641  2.126920  -0.854685
C  1.702041  -0.010933  -0.538938
C  -0.898628  -1.164176  0.630984
N  -2.770198  2.516196  -1.191246
O  0.698323  0.856532  1.854245
P  0.295765  0.371322  0.515333
H  1.773433  0.744272  -1.272468
H  2.708744  -0.120589  -0.000607
H  1.524412  -0.913156  -1.178870
H  -0.877880  -1.742710  -0.238928
H  -0.563449  -1.789341  1.413742
H  -1.840921  -0.874336  0.861437

Atoms 1-3, force components in eV/Å:
3.374 -2.169 1.552
0.914 -1.262 -0.419
3.012 1.777 -0.487

The following is a quantum chemistry calculation of one molecule with the formula C3H6NOP in a non-equilibrium geometry, from OMol25.

## Properties
Lowest unoccupied orbital energy (alpha / beta) = -0.94 / -0.92 eV
HOMO-LUMO gap (alpha / beta) = 0.2604 / 0.2614 Ha
Maximum force = 2.983 eV Å⁻¹
Charge = 0

CARTESIAN COORDINATES (ANGSTROEM)
C  0.188544  -0.502731  -0.573454
C  -1.241069  -0.253234  -0.092198
C  1.151086  -0.028771  0.489818
N  -1.583708  1.150371  0.122137
O  -0.633884  1.871041  0.133439
P  2.861388  0.055705  -0.067732
H  0.477933  -1.505315  -0.938775
H  0.146368  0.179762  -1.399510
H  -1.943666  -0.774932  -0.870481
H  -1.353452  -0.593574  1.011423
H  0.973804  0.972652  0.773819
H  0.956655  -0.570978  1.411513

Atoms 1-3, force components in eV/Å:
-0.674 0.700 0.367
-0.391 -2.950 0.211
0.781 -0.964 0.038

The following is a quantum chemistry calculation of one molecule with the formula C3H6O in a non-equilibrium geometry, from OMol25.

## Properties
Lowest unoccupied orbital energy = 1.02 eV
HOMO-LUMO gap = 0.3940 Ha
Maximum force = 3.703 eV Å⁻¹
SMILES = CCC=O
Charge = 0

CARTESIAN COORDINATES (ANGSTROEM)
C  1.777384  0.123679  0.090852
C  0.487540  -0.626977  -0.288605
C  -0.625212  0.360952  -0.107521
O  2.982490  -0.060317  -0.034134
H  0.553524  -1.276955  -1.195737
H  1.381117  1.175237  0.264137
H  0.542257  -1.271996  0.617666
H  -1.670327  -0.080562  -0.059912
H  -0.661516  1.103030  -0.893132
H  -0.538725  0.990412  0.814948

Atoms 1-3, force components in eV/Å:
1.197 2.324 -2.623
1.935 -1.347 1.741
-2.381 0.380 0.393

The following is a quantum chemistry calculation of one molecule with the formula C3H6O in a non-equilibrium geometry, from OMol25.

## Properties
Lowest unoccupied orbital energy = 0.94 eV
HOMO-LUMO gap = 0.3558 Ha
Maximum force = 3.501 eV Å⁻¹
SMILES = C/C=C/O
Charge = 0

CARTESIAN COORDINATES (ANGSTROEM)
C  0.620335  0.617706  1.063424
C  -0.176505  -0.429832  0.292810
C  -0.588740  0.002121  -0.914535
O  -1.152840  -0.796977  -1.849392
H  1.551563  0.893399  0.516391
H  -0.072172  1.651588  1.211034
H  0.895613  0.231329  2.042813
H  -0.050179  -1.542749  0.402018
H  -0.403669  1.043146  -1.105877
H  -0.623403  -1.669732  -1.658689

Atoms 1-3, force components in eV/Å:
-1.390 1.815 0.411
0.985 0.208 -1.758
0.120 -0.599 2.072